Record 1
ORCA calculation (wB97M-V/def2-TZVPD) on an isolated molecule of C3H4N2O2.

XYZ file:
```
11
Properties=species:S:1:pos:R:3:forces:R:3:mulliken_charge:R:1
C -1.59768 -0.32475 -0.01438 -0.062 0.022 -0.016 -0.77
N -0.17858 -0.07160 -0.09891 0.027 0.201 0.152 0.54
N 0.72346 -1.01722 -0.52907 0.319 0.133 0.071 -0.76
C 1.85817 -0.46248 -0.31958 -0.189 -0.260 -0.136 0.00
O 1.79670 0.77139 0.22228 -0.160 0.159 0.008 -0.33
C 0.43997 1.04470 0.37837 -0.185 0.204 0.098 0.60
O -0.01257 2.06005 0.83608 0.213 -0.369 -0.137 -0.59
H -2.06131 -0.34271 -1.00370 0.103 -0.031 0.093 0.28
H -1.77054 -1.27382 0.49481 -0.003 0.073 -0.062 0.28
H -2.02850 0.49073 0.56877 0.041 -0.102 -0.074 0.33
H 2.83088 -0.87430 -0.53468 -0.104 -0.029 0.003 0.43
```
Positions in Å, forces in eV/Å.

Calculated values
SMILES   Cn1ncoc1=O
E_tot   -10250.65025 eV
Multiplicity   1


Record 2
ORCA calculation (wB97M-V/def2-TZVPD) on a structure of composition CHCuO2.

XYZ file:
```
5
Properties=species:S:1:pos:R:3:forces:R:3:mulliken_spin:R:1
O 0.46410 -1.36937 -0.21608 0.367 -0.722 -0.535 0.60
C -1.26868 1.62010 -0.15232 0.369 0.037 0.084 0.00
O -0.17523 1.37944 0.06994 -0.519 0.435 -0.076 0.00
Cu 1.34873 0.05786 0.17152 0.359 0.534 0.207 0.41
H -0.36892 -1.68803 0.12694 -0.574 -0.284 0.320 -0.01
```
Positions in Å, forces in eV/Å.

Calculated values
Net charge   +1
E_tot   -49776.96567 eV
Multiplicity   2


Record 3
ORCA calculation (wB97M-V/def2-TZVPD) on a cluster of 2 separate species, C6H15O2 in total in a non-equilibrium geometry.

XYZ file:
```
23
Properties=species:S:1:pos:R:3:forces:R:3:mulliken_charge:R:1
C -1.61668 -2.22031 -1.34370 -2.459 2.872 -1.135 -0.25
O -2.51581 -2.27513 -2.36076 -0.456 -0.345 -0.412 -0.93
C -1.94116 -0.87529 -0.44987 -0.207 -0.780 -0.491 -1.05
C -1.11830 0.42239 -0.69922 0.216 -2.527 -0.883 -0.42
C 0.39597 0.02314 -0.68066 -0.967 0.192 0.693 -0.63
C 1.25701 0.98696 0.10327 0.629 -1.238 0.156 -0.51
C 1.25264 2.37972 -0.44933 0.362 0.333 0.213 -1.14
H -0.69396 -1.89278 -1.85427 1.134 -1.405 0.923 0.10
H -1.82838 -3.09912 -0.68962 1.517 0.082 0.237 0.22
H -1.90795 -1.16005 0.60746 0.092 0.266 0.327 0.42
H -2.97334 -0.65056 -0.73586 -0.085 -0.263 0.267 0.37
H -1.37992 0.76428 -1.71502 -0.032 0.266 0.498 0.23
H -1.49009 1.08463 0.07474 0.598 0.721 0.014 0.35
H 0.49817 -0.95137 -0.18742 -0.204 0.077 -0.045 0.36
H 0.75353 -0.17354 -1.69781 0.031 0.412 0.085 0.36
H 2.23994 0.48281 0.16473 0.173 0.777 -0.232 0.32
H 0.93353 0.95471 1.14165 -0.335 0.279 0.216 0.25
H 0.24320 2.78713 -0.40725 -0.035 0.053 -0.041 0.31
H 1.91399 3.04118 0.12613 -0.077 -0.006 -0.269 0.35
H 1.55728 2.34743 -1.49407 0.116 0.225 -0.097 0.30
H 2.14726 -1.00607 3.43454 -0.858 -0.453 -0.063 0.33
H 1.84960 -0.47943 4.93262 -0.840 -0.483 -0.041 0.31
O 2.42349 -0.49073 4.17970 1.689 0.946 0.081 -0.65
```
Positions in Å, forces in eV/Å.

Calculated values
Net charge   -1
E_tot   -10558.54208 eV
Multiplicity   1